{
  "formula": "C32H70AsF6N2O10S5",
  "method": "wB97M-V/def2-TZVPD",
  "total_charge": -1,
  "energy_ev": -189093.2584,
  "e_homo_ev": -6.525,
  "species": ["As", "F", "F", "F", "F", "F", "F", "C", "C", "N", "C", "C", "C", "C", "H", "H", "H", "H", "H", "H", "H", "H", "H", "H", "H", "H", "H", "H", "H", "C", "C", "N", "C", "C", "C", "C", "H", "H", "H", "H", "H", "H", "H", "H", "H", "H", "H", "H", "H", "H", "H", "C", "C", "C", "S", "O", "O", "C", "H", "H", "H", "H", "H", "H", "H", "H", "C", "C", "C", "S", "O", "O", "C", "H", "H", "H", "H", "H", "H", "H", "H", "C", "C", "C", "S", "O", "O", "C", "H", "H", "H", "H", "H", "H", "H", "H", "C", "C", "C", "S", "O", "O", "C", "H", "H", "H", "H", "H", "H", "H", "H", "C", "C", "C", "S", "O", "O", "C", "H", "H", "H", "H", "H", "H", "H", "H"],
  "xyz": [[-0.245, 0.415, 0.420], [-1.968, -0.368, 0.617], [-1.006, 1.922, -0.412], [1.394, 1.274, 0.164], [0.577, -0.940, 1.313], [-0.193, -0.456, -1.122], [-0.346, 1.219, 2.011], [7.083, -3.499, -1.293], [6.147, -2.836, -0.328], [5.403, -1.844, -0.999], [4.273, -2.328, -1.830], [4.414, -1.586, -3.222], [4.962, -0.768, -0.087], [4.125, -1.183, 1.190], [7.964, -2.857, -1.291], [6.617, -3.647, -2.267], [7.298, -4.452, -0.810], [5.545, -3.568, 0.211], [6.823, -2.352, 0.376], [4.454, -3.366, -2.110], [3.258, -2.124, -1.490], [3.711, -2.029, -3.928], [4.269, -0.506, -3.187], [5.370, -1.845, -3.675], [4.373, -0.068, -0.680], [5.847, -0.192, 0.183], [3.360, -1.811, 0.733], [3.769, -0.325, 1.761], [4.638, -1.575, 2.068], [1.273, 7.791, -0.277], [1.164, 7.533, -1.742], [0.930, 6.151, -2.067], [-0.415, 5.722, -1.823], [-1.313, 6.132, -3.076], [1.964, 5.162, -1.596], [1.815, 3.753, -2.237], [1.820, 7.039, 0.292], [0.239, 7.848, 0.063], [1.681, 8.783, -0.086], [0.393, 8.202, -2.125], [2.069, 7.681, -2.331], [-0.367, 4.633, -1.818], [-0.755, 6.179, -0.894], [-0.828, 5.752, -3.975], [-2.235, 5.604, -2.836], [-1.543, 7.189, -3.213], [2.047, 5.036, -0.517], [2.932, 5.527, -1.942], [1.385, 3.768, -3.239], [1.106, 3.020, -1.849], [2.783, 3.256, -2.292], [2.076, 4.198, 2.798], [0.592, 4.553, 2.480], [-0.196, 4.489, 3.835], [1.001, 3.700, 5.178], [0.440, 2.526, 5.906], [1.443, 4.907, 5.901], [2.292, 3.271, 3.980], [2.622, 5.106, 3.054], [2.558, 3.818, 1.897], [-0.039, 3.854, 1.932], [0.535, 5.575, 2.104], [-1.168, 4.036, 3.642], [-0.336, 5.528, 4.134], [2.241, 2.220, 3.694], [3.189, 3.565, 4.525], [0.709, -4.491, 1.850], [0.730, -5.117, 3.241], [0.020, -6.514, 3.134], [-1.211, -6.480, 1.826], [-2.558, -6.293, 2.383], [-0.958, -7.460, 0.780], [-0.608, -4.743, 1.142], [1.357, -4.967, 1.115], [0.936, -3.426, 1.815], [-0.019, -4.543, 3.786], [1.788, -5.082, 3.500], [-0.339, -7.056, 4.009], [0.810, -7.179, 2.783], [-1.370, -3.977, 1.284], [-0.559, -4.933, 0.070], [-1.333, 1.370, -6.425], [-1.731, 1.471, -5.000], [-0.909, 0.449, -4.190], [-0.468, -0.929, -5.362], [-1.205, -2.221, -5.207], [0.927, -0.941, -5.577], [-1.346, -0.146, -6.809], [-0.410, 1.910, -6.634], [-2.080, 1.921, -6.996], [-2.781, 1.215, -4.864], [-1.618, 2.513, -4.700], [-1.564, 0.040, -3.421], [0.010, 0.839, -3.752], [-2.348, -0.576, -6.813], [-0.863, -0.499, -7.721], [-4.096, -4.312, 0.388], [-3.424, -3.296, -0.444], [-4.132, -3.319, -1.792], [-5.912, -3.775, -1.342], [-6.326, -5.051, -1.996], [-6.644, -2.547, -1.382], [-5.557, -4.042, 0.401], [-3.545, -4.208, 1.323], [-3.877, -5.238, -0.144], [-2.401, -3.570, -0.704], [-3.445, -2.338, 0.076], [-3.698, -4.177, -2.306], [-4.090, -2.409, -2.391], [-6.243, -4.691, 0.946], [-5.839, -3.042, 0.728], [-2.781, -0.373, 3.781], [-3.328, -1.524, 2.978], [-3.958, -2.709, 3.793], [-4.692, -1.789, 5.255], [-4.040, -2.193, 6.473], [-6.164, -1.670, 5.179], [-4.033, -0.115, 4.715], [-2.620, 0.426, 3.057], [-1.920, -0.614, 4.405], [-2.487, -1.988, 2.462], [-3.972, -1.041, 2.243], [-3.278, -3.407, 4.279], [-4.837, -3.259, 3.456], [-4.148, 0.616, 5.515], [-4.833, 0.090, 4.004]]
}

=====

{
  "formula": "C3H2ClNOS",
  "method": "wB97M-V/def2-TZVPD",
  "energy_ev": -30036.7117,
  "e_homo_ev": -9.329,
  "de_lowest_kj_mol": 130.6,
  "species": ["S", "C", "C", "O", "N", "C", "Cl", "H", "H"],
  "xyz": [[-1.789, -1.198, -0.004], [-0.327, -0.195, -0.036], [-0.119, 1.123, -0.002], [1.267, 1.376, 0.005], [1.930, 0.165, 0.011], [0.992, -0.750, -0.037], [1.401, -2.390, 0.000], [-2.652, -0.165, 0.105], [-0.704, 2.033, -0.043]]
}

=====

{
  "formula": "C23H25AuN6O2S2",
  "method": "wB97M-V/def2-TZVPD",
  "energy_ev": -62652.9636,
  "e_homo_ev": -8.040,
  "de_lowest_kj_mol": 194.3,
  "species": ["Au", "O", "C", "O", "C", "C", "C", "C", "C", "C", "S", "H", "H", "H", "H", "N", "C", "S", "C", "C", "C", "N", "C", "C", "C", "C", "C", "N", "C", "C", "H", "H", "H", "H", "H", "H", "H", "H", "C", "N", "C", "C", "N", "N", "C", "C", "H", "H", "H", "H", "H", "H", "H", "H", "H", "H", "H", "H", "H"],
  "xyz": [[1.419, 0.475, -0.701], [1.830, 1.748, 2.969], [2.224, 0.888, 2.192], [1.531, 0.183, 1.405], [3.730, 0.627, 2.229], [4.306, 0.402, 3.469], [5.681, 0.319, 3.613], [6.495, 0.461, 2.497], [5.937, 0.666, 1.256], [4.545, 0.742, 1.096], [3.986, 1.022, -0.520], [3.660, 0.320, 4.329], [6.115, 0.162, 4.589], [7.569, 0.416, 2.599], [6.555, 0.752, 0.374], [1.289, 0.749, -3.788], [1.397, 0.596, -2.656], [-3.362, -4.071, 1.209], [-2.067, -3.027, 0.534], [-2.379, -2.027, -0.374], [-1.342, -1.268, -0.885], [-0.075, -1.470, -0.559], [0.218, -2.415, 0.318], [-0.745, -3.226, 0.897], [-3.237, -5.271, -0.126], [-4.027, -5.140, -1.254], [-3.868, -6.080, -2.263], [-3.009, -7.080, -2.197], [-2.256, -7.187, -1.118], [-2.325, -6.309, -0.046], [-3.401, -1.851, -0.671], [-1.523, -0.470, -1.590], [1.263, -2.538, 0.562], [-0.474, -3.991, 1.608], [-4.746, -4.342, -1.341], [-4.461, -6.029, -3.165], [-1.566, -8.019, -1.109], [-1.700, -6.436, 0.822], [-0.784, 2.401, 1.539], [-0.956, 3.402, 0.519], [-0.951, 4.769, 0.978], [-0.845, 3.073, -0.782], [-0.528, 1.869, -1.137], [-1.115, 4.099, -1.699], [-0.474, 4.012, -2.997], [-2.490, 4.548, -1.783], [-1.515, 2.557, 2.331], [0.215, 2.449, 1.985], [-0.909, 1.414, 1.104], [-0.196, 4.886, 1.759], [-1.922, 5.049, 1.398], [-0.708, 5.443, 0.158], [-0.574, 1.734, -2.140], [0.542, 3.638, -2.882], [-0.426, 5.017, -3.419], [-1.008, 3.368, -3.708], [-2.954, 4.539, -0.801], [-3.075, 3.898, -2.448], [-2.518, 5.561, -2.184]]
}

=====

{
  "formula": "C5H10O",
  "method": "wB97M-V/def2-TZVPD",
  "energy_ev": -7394.1815,
  "e_homo_ev": -8.794,
  "de_lowest_kj_mol": 56.3,
  "species": ["C", "C", "O", "C", "C", "C", "H", "H", "H", "H", "H", "H", "H", "H", "H", "H"],
  "xyz": [[0.362, 1.757, 1.218], [-0.072, 0.546, 0.862], [-1.072, -0.093, 1.534], [0.411, -0.234, -0.344], [-0.376, 0.205, -1.588], [0.331, -1.753, -0.157], [1.169, 2.257, 0.694], [-0.104, 2.293, 2.043], [-1.315, 0.461, 2.289], [1.462, 0.040, -0.497], [-0.243, 1.275, -1.775], [-1.447, 0.015, -1.452], [-0.040, -0.345, -2.474], [-0.709, -2.086, -0.081], [0.855, -2.084, 0.746], [0.788, -2.256, -1.016]]
}

=====

{
  "formula": "C3H6N2O2",
  "method": "wB97M-V/def2-TZVPD",
  "energy_ev": -10282.1293,
  "e_homo_ev": -9.664,
  "de_lowest_kj_mol": 257.4,
  "species": ["H", "N", "C", "N", "C", "O", "C", "O", "H", "H", "H", "H", "H"],
  "xyz": [[-1.285, -2.808, 0.192], [-1.573, -1.962, 0.674], [-0.848, -1.016, 0.277], [-0.894, 0.282, 0.773], [-0.101, 1.094, -0.095], [0.626, 2.071, 0.569], [0.919, 0.004, -0.753], [0.079, -1.127, -0.743], [-0.725, 0.393, 1.768], [-0.696, 1.505, -0.915], [1.399, 1.580, 0.257], [1.878, -0.259, -0.224], [1.223, 0.244, -1.780]]
}

=====

{
  "formula": "CH4NO2",
  "method": "wB97M-V/def2-TZVPD",
  "total_charge": -1,
  "energy_ev": -6684.3206,
  "e_homo_ev": -0.775,
  "de_lowest_kj_mol": 402.6,
  "species": ["O", "H", "C", "N", "O", "H", "H", "H"],
  "xyz": [[-2.972, 0.179, -0.552], [-2.508, 0.469, -1.450], [0.938, 0.119, 0.260], [2.261, 0.264, -0.420], [0.224, -0.566, 1.072], [-2.276, 0.049, 0.050], [3.116, 0.047, 0.005], [2.203, -0.034, -1.384]]
}